No. 1
15
Properties=species:S:1:pos:R:3:forces:R:3:nbo_charge:R:1 method="wB97M-V/def2-TZVPD" orbital_gap_ha=0.3507 smiles=CSS.NCO relative_energy_kj_mol=25.6 lumo_ev=0.6328 e_homo_ev=-8.9
N 1.814 -0.269 -0.273 -0.090 -0.137 -0.187 -0.83
C 1.152 0.968 -0.520 0.355 0.361 0.084 0.09
O 2.121 2.021 -0.664 0.505 -0.952 -0.016 -0.75
H 2.384 -0.513 -1.075 -0.029 -0.075 -0.011 0.36
H 2.440 -0.173 0.510 0.146 0.041 0.254 0.36
H 0.563 0.888 -1.432 -0.130 -0.076 0.015 0.16
H 0.517 1.228 0.327 -0.233 -0.197 0.032 0.15
H 1.663 2.843 -0.724 -0.480 0.977 -0.093 0.46
C -2.492 -0.282 0.606 0.538 -0.078 0.043 -0.74
S -1.604 -1.291 -0.618 -0.185 -0.202 0.238 0.08
S -0.934 -2.839 0.570 -0.023 0.205 -0.271 -0.15
H -3.342 -0.825 1.003 -0.153 0.086 -0.050 0.22
H -2.783 0.641 0.109 -0.199 -0.037 -0.059 0.22
H -1.808 -0.031 1.417 -0.047 0.006 0.007 0.22
H 0.310 -2.366 0.765 0.026 0.076 0.014 0.14

=====

No. 2
26
Properties=species:S:1:pos:R:3:forces:R:3:nbo_charge:R:1 method="wB97M-V/def2-TZVPD" orbital_gap_ha="0.2710 / 0.2857" relative_energy_kj_mol=762.4 lumo_ev="-0.8812 / -0.8634" e_homo_ev="-8.3 / -8.6"
C 0.725 -1.917 -0.316 -0.822 -2.107 0.656 0.19
C -1.820 1.229 -0.771 -2.167 -0.353 1.607 -0.44
C -3.110 1.077 -0.140 0.660 -2.658 -0.512 -0.30
C -1.199 0.093 -0.621 0.197 -2.225 0.125 0.42
C -3.231 -0.259 0.215 0.551 2.050 -0.940 0.28
C 2.312 -0.130 -1.535 -0.923 1.302 1.506 -0.44
C 1.541 -0.834 -0.525 -1.384 -0.445 -0.943 0.03
C 2.462 0.140 -0.024 0.975 0.071 0.844 -0.06
C -4.356 -1.034 0.831 -1.914 2.627 -0.358 -0.66
C 2.040 1.498 0.458 -2.852 -1.138 -3.095 -0.58
C 3.666 -0.414 0.723 1.203 -1.658 -1.112 -0.62
N 0.050 -2.865 -0.116 1.351 1.626 -0.370 -0.28
O -2.006 -0.845 -0.131 -0.555 -0.802 0.882 -0.46
H -1.514 2.129 -1.043 1.686 3.513 -1.467 0.22
H -3.824 1.838 -0.185 -1.121 0.806 0.404 0.22
H 3.064 -0.342 -2.219 1.465 -1.545 -0.732 0.23
H 1.766 0.691 -1.932 -0.665 0.627 -0.532 0.22
H -4.789 -0.464 1.695 0.722 -0.284 -0.566 0.23
H -5.293 -1.182 0.215 1.403 0.014 0.028 0.23
H -4.039 -1.929 1.210 0.829 -2.456 0.808 0.23
H 1.300 1.807 -0.380 1.318 0.544 1.643 0.21
H 2.828 2.126 0.703 1.525 1.368 -0.223 0.22
H 1.467 1.376 1.315 -1.193 -0.142 1.790 0.22
H 4.002 0.181 1.585 0.023 0.137 -0.723 0.23
H 4.402 -0.514 -0.145 -0.060 0.234 1.794 0.22
H 3.555 -1.455 1.133 -0.250 0.895 -0.517 0.23

=====

No. 3
61
Properties=species:S:1:pos:R:3:forces:R:3:nbo_charge:R:1 method="wB97M-V/def2-TZVPD" orbital_gap_ha=0.3717 smiles=C[C@H]1CC[C@H]2[C@](C)(CO)[C@@H](O)CC[C@]2(C)[C@@]12CC[C@@](CO)(CCO)O2 relative_energy_kj_mol=35.6 lumo_ev=0.5836 e_homo_ev=-9.5
C -1.106 -3.439 -0.166 -0.059 0.217 0.036 -0.61
H -1.646 -4.100 0.510 -0.025 -0.076 0.032 0.22
H -0.071 -3.758 -0.182 0.147 -0.103 -0.042 0.20
H -1.523 -3.570 -1.161 -0.022 -0.084 -0.131 0.21
C -1.261 -2.003 0.336 0.056 0.176 0.148 -0.27
C -0.497 -1.800 1.646 -0.039 -0.063 -0.075 -0.39
C 1.004 -1.657 1.426 -0.154 0.253 0.068 -0.41
H 1.473 -1.495 2.395 0.066 -0.091 0.003 0.22
H 1.407 -2.584 1.022 0.126 -0.065 0.010 0.19
C 1.287 -0.472 0.496 0.215 -0.143 0.003 -0.22
H 0.731 0.379 0.909 0.033 0.032 0.018 0.22
C 0.643 -0.718 -0.897 -0.275 0.449 0.075 -0.03
C 1.204 -1.939 -1.642 -0.051 0.095 0.105 -0.64
H 0.420 -2.475 -2.167 -0.043 -0.106 -0.079 0.22
H 1.693 -2.638 -0.974 0.067 -0.166 0.015 0.21
H 1.934 -1.633 -2.386 0.105 -0.014 -0.061 0.21
C 0.871 0.534 -1.763 0.130 -0.139 0.044 -0.42
C 2.334 0.944 -1.836 -0.050 0.194 0.243 -0.42
C 2.893 1.215 -0.443 -0.524 -0.364 -0.226 0.11
O 4.215 1.718 -0.536 0.415 0.151 -0.095 -0.73
H 4.759 1.052 -0.972 0.034 0.029 0.011 0.47
H 2.323 2.038 0.005 -0.037 -0.088 0.002 0.18
C 2.771 -0.017 0.493 0.164 0.319 0.198 -0.08
C 3.779 -1.107 0.116 -0.089 0.249 -0.007 -0.65
H 3.774 -1.332 -0.946 0.004 -0.121 -0.146 0.20
H 3.566 -2.019 0.665 0.004 -0.166 0.026 0.22
H 4.779 -0.785 0.406 0.043 -0.043 -0.018 0.23
C 3.139 0.470 1.923 -0.370 -0.189 -0.070 -0.05
H 3.076 -0.354 2.636 -0.122 0.040 -0.046 0.18
H 2.422 1.248 2.230 -0.058 -0.104 -0.027 0.15
O 4.453 0.942 2.044 0.432 0.328 0.006 -0.73
H 4.600 1.584 1.331 0.035 -0.167 0.118 0.49
H 2.936 0.178 -2.330 0.074 -0.029 -0.034 0.19
H 2.428 1.858 -2.428 0.065 -0.041 -0.001 0.22
H 0.311 1.363 -1.331 -0.060 0.049 -0.053 0.22
H 0.503 0.357 -2.775 -0.110 0.034 -0.056 0.21
C -0.903 -0.863 -0.654 0.050 -0.514 -0.150 0.40
C -1.730 -0.976 -1.957 -0.022 0.158 0.141 -0.47
H -2.494 -1.744 -1.840 0.028 -0.070 -0.027 0.21
H -1.122 -1.234 -2.819 0.005 -0.089 -0.045 0.22
C -2.399 0.387 -2.134 0.136 0.113 0.221 -0.42
H -1.786 1.046 -2.748 0.024 0.037 -0.031 0.21
H -3.383 0.309 -2.591 -0.047 0.027 -0.035 0.22
C -2.476 0.921 -0.698 -0.600 0.488 -0.341 0.25
C -3.808 0.489 -0.049 0.454 0.003 0.401 -0.44
H -4.615 1.064 -0.513 -0.035 -0.026 -0.064 0.20
C -3.851 0.674 1.470 0.174 0.236 -0.274 -0.07
O -4.992 0.070 2.039 -0.487 -0.230 0.104 -0.72
H -5.777 0.516 1.702 0.056 -0.035 0.059 0.46
H -3.806 1.739 1.726 0.068 -0.184 0.005 0.18
H -2.997 0.168 1.925 0.003 0.112 -0.038 0.18
H -3.984 -0.567 -0.263 -0.069 -0.040 -0.024 0.21
C -2.297 2.451 -0.631 0.222 -0.364 -0.429 -0.07
O -2.017 2.906 0.665 0.107 0.111 0.462 -0.72
H -1.351 2.311 1.032 0.024 0.038 -0.013 0.48
H -1.480 2.742 -1.311 -0.133 -0.073 -0.011 0.16
H -3.208 2.956 -0.956 0.016 -0.068 -0.062 0.18
O -1.355 0.353 -0.031 -0.036 0.075 0.085 -0.61
H -0.863 -0.893 2.129 -0.025 -0.011 0.087 0.21
H -0.698 -2.640 2.313 -0.052 0.009 0.069 0.21
H -2.324 -1.863 0.558 0.010 0.045 -0.082 0.21

=====

No. 4
43
Properties=species:S:1:pos:R:3:forces:R:3:nbo_charge:R:1 method="wB97M-V/def2-TZVPD" orbital_gap_ha=0.3328 smiles="CCOC(=O)C1CCN(C(=O)Nc2ccc(C)c(Cl)c2)CC1" relative_energy_kj_mol=23.2 lumo_ev=0.7394 e_homo_ev=-8.3
C -0.677 1.477 5.543 -0.122 -0.300 -0.332 -0.62
C -0.420 0.311 4.608 0.510 0.036 0.274 -0.07
H 0.491 0.463 4.019 -0.150 -0.066 0.109 0.20
H -0.317 -0.629 5.162 0.017 0.104 -0.125 0.18
O -1.531 0.195 3.715 -0.278 0.247 0.192 -0.52
C -1.350 -0.533 2.617 -0.192 -0.272 -0.325 0.82
O -0.329 -1.120 2.367 0.171 -0.083 0.123 -0.62
C -2.602 -0.562 1.747 0.029 -0.001 0.014 -0.31
C -2.254 -0.973 0.310 0.101 0.062 0.022 -0.41
H -1.363 -1.602 0.333 -0.082 -0.017 -0.060 0.24
H -3.068 -1.551 -0.128 -0.025 -0.020 0.006 0.21
C -2.002 0.272 -0.554 -0.117 -0.290 -0.294 -0.22
N -1.429 1.328 0.247 0.015 -0.112 0.247 -0.46
C -0.388 2.132 -0.097 0.060 0.067 -0.117 0.80
O -0.212 3.215 0.434 0.017 0.255 0.085 -0.65
N 0.447 1.734 -1.132 0.123 0.423 -0.338 -0.67
C 0.996 0.483 -1.422 0.242 -0.538 -0.065 0.24
C 1.059 -0.547 -0.488 -0.017 0.259 -0.045 -0.28
C 1.615 -1.763 -0.836 -0.004 0.078 -0.146 -0.17
C 2.143 -1.998 -2.099 0.032 -0.035 -0.088 -0.07
C 2.095 -0.946 -3.009 -0.068 0.054 0.310 -0.01
C 1.536 0.276 -2.690 -0.086 0.027 0.133 -0.29
H 1.517 1.070 -3.421 -0.042 0.053 -0.113 0.22
Cl 2.752 -1.159 -4.599 0.067 -0.001 -0.180 0.00
C 2.749 -3.315 -2.468 -0.001 0.023 -0.014 -0.63
H 2.229 -3.746 -3.323 0.033 -0.095 -0.040 0.22
H 3.793 -3.186 -2.749 0.059 -0.085 -0.036 0.23
H 2.692 -4.010 -1.634 0.003 -0.059 0.046 0.22
H 1.652 -2.547 -0.095 0.009 -0.117 0.084 0.22
H 0.688 -0.397 0.512 -0.056 0.000 0.113 0.25
H 0.981 2.518 -1.486 -0.121 -0.070 0.203 0.41
C -2.337 1.874 1.247 -0.056 0.353 0.235 -0.21
H -2.893 2.722 0.826 0.075 -0.038 0.073 0.20
C -3.301 0.798 1.748 0.095 -0.082 0.010 -0.41
H -3.636 1.056 2.751 -0.063 0.045 -0.076 0.24
H -4.178 0.737 1.102 -0.038 -0.019 0.025 0.21
H -1.727 2.261 2.066 -0.155 -0.009 -0.074 0.23
H -2.952 0.633 -0.971 0.094 -0.023 -0.057 0.18
H -1.344 0.030 -1.387 -0.164 0.042 0.035 0.23
H -3.258 -1.313 2.199 0.067 0.040 0.008 0.24
H -1.600 1.319 6.094 -0.069 0.029 0.110 0.21
H -0.762 2.401 4.977 0.010 0.115 -0.015 0.22
H 0.145 1.568 6.246 0.076 0.022 0.082 0.22

=====

No. 5
37
Properties=species:S:1:pos:R:3:forces:R:3:lowdin_spin:R:1 method="wB97M-V/def2-TZVPD" total_charge=-1 orbital_gap_ha="0.1245 / 0.2431" lumo_ev="3.2239 / 3.1583" multiplicity=4 e_homo_ev="-0.2 / -3.5" s_squared=3.765
C 0.408 0.046 -3.163 0.842 -1.771 0.272 0.02
C -0.636 -0.882 -3.525 0.706 0.454 0.957 0.03
C -0.366 -2.143 -2.937 0.522 0.599 -0.132 0.01
C 0.899 -2.079 -2.284 -0.407 1.301 0.148 0.03
C 1.395 -0.728 -2.364 -0.886 -0.099 -1.757 0.03
Co 0.602 1.340 -1.041 1.677 -0.465 -2.110 2.22
P -0.142 3.332 -1.592 -0.789 0.235 -0.110 0.20
H 0.651 0.971 -3.702 -0.186 -0.321 0.331 0.01
H -1.509 -0.630 -4.117 0.007 -0.033 0.062 0.00
H -1.014 -3.021 -3.010 0.244 0.271 0.070 0.00
H 2.455 -0.436 -2.278 -0.745 -0.095 0.266 0.02
H 1.368 -2.888 -1.729 -0.004 0.061 -0.159 0.00
H -1.405 3.521 -0.917 0.266 0.637 -0.117 0.05
H -0.653 3.494 -2.945 0.429 0.367 0.581 0.04
H 0.485 4.617 -1.341 -0.732 -0.689 -0.363 0.02
C 2.451 -0.840 1.092 0.222 -0.060 0.229 0.04
C 0.978 -1.231 1.133 -0.419 -0.060 0.134 0.02
P -0.106 0.140 0.531 -0.259 -0.095 0.125 0.08
C -1.741 -0.690 0.577 -0.040 -0.011 0.526 0.01
C -2.242 -1.079 1.978 -0.406 -0.235 -0.027 0.00
C -0.086 1.544 1.738 -0.260 -0.743 0.931 0.05
C -0.097 1.173 3.218 0.115 0.465 0.514 0.01
H 2.807 -0.767 0.059 -0.176 0.105 0.218 0.01
H 3.047 -1.605 1.602 0.061 0.077 0.009 0.00
H 2.636 0.131 1.581 -0.049 -0.328 -0.181 0.02
H 0.784 -2.070 0.439 0.070 0.413 0.182 0.00
H 0.654 -1.578 2.130 0.258 0.205 -0.192 0.00
H -2.450 -0.049 0.038 0.095 -0.161 0.181 0.00
H -1.591 -1.592 -0.041 -0.072 0.320 0.082 0.00
H -2.532 -0.214 2.594 0.104 -0.260 -0.357 0.00
H -3.127 -1.727 1.894 0.110 0.103 0.077 0.00
H -1.485 -1.648 2.538 -0.178 0.192 -0.160 0.00
H 0.807 2.144 1.500 -0.277 -0.274 -0.047 0.05
H -0.960 2.163 1.489 0.126 -0.079 -0.010 0.01
H 0.689 0.460 3.490 -0.041 0.048 -0.184 0.00
H 0.074 2.071 3.825 -0.016 -0.083 0.052 0.00
H -1.048 0.749 3.541 0.086 0.009 -0.040 0.00

=====

No. 6
9
Properties=species:S:1:pos:R:3:forces:R:3:nbo_charge:R:1 method="wB97M-V/def2-TZVPD" orbital_gap_ha=0.3892 relative_energy_kj_mol=549.4 lumo_ev=-1.4357 e_homo_ev=-12.0
C -0.236 1.123 0.838 0.008 -0.586 -0.277 0.22
C 1.163 0.499 -1.017 -0.354 -0.491 0.242 0.21
C 0.386 0.042 0.075 -0.088 -2.050 5.460 -0.29
N -0.782 1.791 1.588 -0.174 0.582 0.151 -0.22
N 1.572 0.984 -1.961 0.805 0.374 -0.982 -0.17
N -0.728 -0.983 -0.233 0.292 -1.099 0.570 0.54
O -1.312 -0.899 -1.267 -0.183 0.416 -0.673 -0.30
O -0.902 -1.830 0.630 0.138 0.747 -0.380 -0.35
H 0.839 -0.728 1.345 -0.443 2.107 -4.110 0.35

=====

No. 7
18
Properties=species:S:1:pos:R:3:forces:R:3:lowdin_spin:R:1 method="wB97M-V/def2-TZVPD" orbital_gap_ha="0.2814 / 0.3019" relative_energy_kj_mol=99.1 lumo_ev="-0.5319 / -0.5367" multiplicity=6 e_homo_ev="-8.2 / -8.8" s_squared=8.753
Mn 1.751 3.018 -20.854 -0.607 -1.608 2.331 4.69
F -0.176 2.857 -19.981 1.027 0.546 -0.964 0.07
F 2.498 1.608 -19.623 0.123 1.058 -0.972 0.08
O 1.109 4.631 -22.164 0.540 -0.142 -0.052 0.04
H 0.224 4.784 -22.442 -1.559 -0.250 -0.096 0.00
H 1.560 5.402 -22.474 0.912 0.670 -0.185 0.00
O 2.147 4.750 -19.412 -2.072 -1.851 -0.872 0.03
H 2.879 5.240 -19.200 3.148 1.592 0.935 0.00
H 1.455 5.394 -19.457 -1.084 0.329 0.027 0.00
O 1.399 1.495 -22.364 -2.395 -1.218 1.562 0.04
H 1.598 1.406 -23.254 1.148 0.094 -2.767 0.00
H 0.564 0.945 -22.335 1.147 0.949 0.833 0.00
O 3.971 3.487 -21.654 0.592 0.106 0.095 0.03
H 4.492 3.096 -22.367 -0.293 -0.026 -0.132 0.00
H 4.559 3.360 -20.892 -0.468 -0.088 0.075 0.00
O 0.456 1.993 -17.422 0.483 0.471 -0.068 0.00
H 0.561 2.431 -18.311 -0.828 -0.961 0.863 0.00
H -0.461 1.737 -17.271 0.184 0.329 -0.612 0.00

=====

No. 8
13
Properties=species:S:1:pos:R:3:forces:R:3:nbo_charge:R:1 method="wB97M-V/def2-TZVPD" orbital_gap_ha=0.3485 smiles=SS.O.O.O relative_energy_kj_mol=17.6 lumo_ev=0.1865 e_homo_ev=-9.3
S 1.000 0.125 -0.997 0.087 -0.033 0.690 -0.17
S 1.782 0.067 0.948 0.101 0.039 -0.485 -0.12
H 0.309 1.258 -0.809 -0.027 0.184 -0.281 0.17
H 0.643 -0.136 1.619 -0.081 -0.081 -0.003 0.11
H -1.626 1.666 0.183 0.006 0.284 -0.033 0.49
H -2.367 2.221 -1.005 0.084 0.187 -0.077 0.47
O -1.605 2.413 -0.446 -0.118 -0.470 0.140 -0.96
H -2.129 0.154 2.191 -0.058 0.034 0.031 0.48
H -1.396 -0.711 1.160 -0.149 -0.057 -0.146 0.49
O -1.877 0.120 1.263 0.140 -0.124 0.076 -0.96
H -0.631 -3.441 -1.549 -0.093 0.149 0.373 0.47
H -0.694 -1.952 -1.260 0.118 0.124 0.093 0.48
O -0.813 -2.809 -0.835 -0.011 -0.237 -0.378 -0.95

=====

Short version: molar mass = 127.23 175.23 356.50 324.81 276.19 111.06 183.01 120.19 Da, in the order given.
Short version: total energy = -27427.8288 -15147.5408 -31562.2577 -38579.6342 -67981.2159 -11685.7457 -47156.7498 -27942.8089 eV, in the order given.